Molecular formula: C15H21Cl6O2P2Tm
Method: DFT, ωB97M-V/def2-TZVPD

As for the expectation value of S²: 2.003. The calculation puts the HOMO-LUMO gap (spin up / spin down) at 0.2322 / 0.2343 Eh. Its spin multiplicity is 3. Its total energy is -143217.1636 eV. Its charge is +2.

Last column: Löwdin charge in e.
CARTESIAN COORDINATES (ANGSTROEM)
1 C 0.89939 -1.53488 -6.34069  -0.062
2 C 0.94167 -1.38947 -4.84743  -0.812
3 H 0.24767 -2.38141 -6.58857  0.099
4 H 1.90319 -1.72890 -6.74626  0.102
5 H 0.49943 -0.62072 -6.80182  0.096
6 O 0.39450 -2.11180 -4.04149  0.012
7 Cl 1.88891 0.01661 -4.30429  0.644
8 Tm 0.09904 0.35286 0.96975  1.102
9 P 1.82610 -1.65698 0.10872  0.715
10 C 1.78573 -3.28446 0.95800  -0.252
11 C 2.56086 -2.24659 -1.45888  -0.256
12 H 3.47412 -2.81021 -1.21066  0.075
13 H 4.13246 -1.62650 0.80775  0.073
14 H 2.81033 -1.40625 -2.11754  0.009
15 H 3.63579 -0.02769 0.13873  0.060
16 H 1.15453 -3.97002 0.37282  0.068
17 H 1.85492 -2.89727 -1.98743  0.050
18 C 3.34439 -0.86267 0.78792  -0.280
19 H 2.81351 -3.68013 0.99565  0.073
20 H 3.15374 -0.49742 1.80364  -0.012
21 H 1.38557 -3.19707 1.97326  0.018
22 P -1.81917 1.16326 -0.85470  0.727
23 C -3.58446 0.85500 -0.47084  -0.255
24 C -1.62253 2.96669 -0.53338  -0.274
25 H -1.12872 1.59017 -3.17237  0.050
26 H -2.81758 2.09845 -2.81519  0.071
27 H -2.44158 0.36087 -3.06807  0.063
28 C -2.06123 1.30955 -2.66680  -0.242
29 H -0.71502 3.33015 -1.03534  0.062
30 H -2.50965 3.45840 -0.95833  0.073
31 H -4.15989 1.71827 -0.84512  0.075
32 H -3.73531 0.74069 0.60739  0.016
33 H -1.57749 3.14856 0.54787  -0.010
34 H -3.90060 -0.05663 -1.00216  0.068
35 C -1.30282 -1.36111 0.97926  -0.138
36 O -2.05299 -2.23815 1.09901  0.201
37 Cl -2.91232 2.48464 2.68930  0.757
38 C -1.55764 2.04920 3.64022  -0.726
39 C -0.64930 1.12279 3.14373  -0.334
40 C 0.26063 0.56302 4.01985  -0.656
41 Cl 1.20798 -0.81403 3.37399  0.705
42 C 0.50920 1.07227 5.31022  -0.672
43 Cl 1.81244 0.43033 6.24641  0.735
44 C -0.28941 2.16327 5.73567  -0.669
45 Cl -0.03937 2.85846 7.26620  0.779
46 C -1.35566 2.62496 4.90169  -0.676
47 Cl -2.36337 3.92193 5.39030  0.750